ORCA calculation (wB97M-V/def2-TZVPD) on 7 unconnected molecules or ions with the total composition C26H44F2N2O15 at a distorted geometry.

Geometry (Å):
1 O 5.222 -5.502 2.510
2 C 4.278 -4.801 2.367
3 O 3.417 -4.957 1.396
4 C 2.448 -3.933 1.456
5 C 2.671 -3.277 2.764
6 F 1.767 -3.779 3.604
7 O 3.935 -3.725 3.158
8 H 2.599 -3.179 0.668
9 H 1.453 -4.344 1.397
10 H 2.654 -2.196 2.718
11 O -1.191 1.520 -5.003
12 C -1.940 2.206 -4.448
13 O -1.733 2.752 -3.195
14 C -2.934 3.363 -2.901
15 C -3.699 3.532 -4.193
16 F -3.535 4.747 -4.741
17 O -3.157 2.549 -4.971
18 H -3.524 2.684 -2.275
19 H -2.791 4.299 -2.385
20 H -4.784 3.406 -4.107
21 C -1.512 -2.190 -2.805
22 C -2.957 -1.731 -2.518
23 O -3.015 -0.741 -1.458
24 C -3.013 -1.302 -0.225
25 O -3.059 -2.474 0.042
26 O -2.918 -0.305 0.633
27 C -2.935 -0.624 2.042
28 H -1.040 -2.538 -1.893
29 H -0.931 -1.338 -3.167
30 H -1.514 -2.954 -3.580
31 H -3.578 -2.583 -2.233
32 H -3.390 -1.232 -3.398
33 H -3.806 -1.224 2.338
34 H -2.932 0.296 2.595
35 H -2.013 -1.182 2.257
36 C 1.654 3.205 -4.465
37 C 2.992 3.822 -4.018
38 O 3.184 3.584 -2.611
39 C 2.514 4.178 -1.612
40 O 2.573 3.800 -0.465
41 O 1.770 5.234 -2.069
42 C 1.004 5.926 -1.118
43 H 1.511 3.234 -5.540
44 H 0.754 3.649 -3.995
45 H 1.627 2.135 -4.182
46 H 2.980 4.918 -4.237
47 H 3.840 3.419 -4.577
48 H 1.044 5.361 -0.197
49 H -0.044 6.007 -1.431
50 H 1.374 6.928 -0.920
51 C 1.673 0.718 5.238
52 C 1.458 0.482 3.768
53 O 1.002 1.644 2.993
54 C -0.225 2.038 3.267
55 O -1.002 1.407 3.900
56 O -0.576 3.259 2.787
57 C 0.462 4.032 2.206
58 H 2.297 1.612 5.365
59 H 2.136 -0.145 5.735
60 H 0.755 0.951 5.783
61 H 0.742 -0.326 3.572
62 H 2.374 0.176 3.257
63 H 0.927 3.580 1.327
64 H 1.294 4.256 2.889
65 H 0.143 5.051 1.955
66 C -0.485 -6.077 2.794
67 C -1.527 -5.123 2.056
68 C -1.443 -5.305 0.514
69 C -1.668 -6.711 0.168
70 N -1.895 -7.796 -0.044
71 H -0.679 -7.138 2.599
72 H -0.580 -5.878 3.862
73 H 0.503 -5.822 2.404
74 H -1.294 -4.087 2.228
75 H -2.538 -5.314 2.432
76 H -0.440 -5.009 0.204
77 H -2.154 -4.607 0.080
78 C -0.152 1.510 -0.435
79 C 1.342 1.086 -0.500
80 C 1.480 -0.441 -0.644
81 C 0.839 -1.171 0.456
82 N 0.292 -1.745 1.291
83 H -0.647 1.295 0.534
84 H -0.762 0.924 -1.122
85 H -0.242 2.580 -0.593
86 H 1.934 1.414 0.352
87 H 1.775 1.579 -1.387
88 H 2.524 -0.773 -0.726
89 H 1.037 -0.772 -1.576

E_HOMO in eV: -11.07
Electronic energy in eV: -66803.2864
Frontier orbital gap in eV: 11.27
Spin multiplicity: 1



ORCA calculation (wB97M-V/def2-TZVPD) on a molecular structure, C32H56BO29V at a distorted geometry.

Geometry (Å):
1 V 0.023 -0.080 -0.397
2 O -7.265 -0.325 3.959
3 C -6.658 -0.708 3.009
4 O -5.365 -1.007 2.967
5 B -5.010 -1.460 1.609
6 O -6.248 -1.283 0.808
7 C -7.224 -0.876 1.578
8 O -8.369 -0.734 1.260
9 O -4.567 -2.867 1.588
10 C -3.387 -2.981 0.986
11 O -2.753 -3.956 0.742
12 C -2.932 -1.548 0.660
13 O -3.819 -0.736 1.125
14 O -1.952 -1.213 0.055
15 C -1.053 5.621 0.918
16 C -1.857 4.899 -0.173
17 O -1.456 3.537 -0.370
18 C -1.900 2.580 0.437
19 O -1.632 1.422 0.233
20 O -2.548 3.035 1.480
21 C -3.128 2.111 2.390
22 H -1.408 6.650 0.931
23 H 0.005 5.690 0.657
24 H -1.197 5.019 1.812
25 H -1.720 5.387 -1.137
26 H -2.908 4.985 0.101
27 H -3.445 2.644 3.282
28 H -2.485 1.271 2.644
29 H -4.021 1.648 1.968
30 C -1.578 4.439 -4.441
31 C -2.555 3.359 -4.091
32 O -1.998 2.511 -3.077
33 C -1.445 1.320 -3.328
34 O -0.855 0.719 -2.482
35 O -1.734 0.924 -4.558
36 C -1.528 -0.420 -4.973
37 H -1.162 4.915 -3.549
38 H -2.057 5.211 -5.045
39 H -0.732 4.054 -5.012
40 H -2.757 2.809 -5.010
41 H -3.510 3.703 -3.700
42 H -2.357 -0.659 -5.636
43 H -1.501 -1.172 -4.190
44 H -0.593 -0.466 -5.531
45 C -1.815 -3.509 4.261
46 C -1.614 -2.020 4.363
47 O -0.962 -1.635 3.112
48 C -0.440 -0.426 2.957
49 O -0.080 -0.045 1.881
50 O -0.344 0.237 4.103
51 C 0.296 1.492 4.082
52 H -0.866 -4.047 4.231
53 H -2.334 -3.865 3.370
54 H -2.419 -3.828 5.112
55 H -0.978 -1.728 5.194
56 H -2.569 -1.494 4.390
57 H 0.083 2.097 3.199
58 H 1.384 1.424 4.147
59 H -0.069 2.041 4.949
60 C 4.949 -0.034 -1.352
61 C 4.219 -1.036 -2.200
62 O 3.421 -0.457 -3.236
63 C 2.223 -0.003 -2.979
64 O 1.680 -0.011 -1.918
65 O 1.622 0.437 -4.072
66 C 2.302 0.538 -5.317
67 H 4.324 0.739 -0.909
68 H 5.666 0.536 -1.948
69 H 5.477 -0.642 -0.616
70 H 3.569 -1.669 -1.583
71 H 4.874 -1.802 -2.615
72 H 2.893 1.452 -5.390
73 H 1.547 0.569 -6.099
74 H 2.960 -0.318 -5.451
75 C 3.108 -4.532 3.325
76 C 2.285 -3.710 2.346
77 O 2.852 -2.392 2.299
78 C 2.562 -1.584 1.293
79 O 1.630 -1.724 0.554
80 O 3.351 -0.526 1.264
81 C 4.507 -0.457 2.081
82 H 3.041 -5.612 3.193
83 H 2.774 -4.324 4.342
84 H 4.177 -4.323 3.277
85 H 1.243 -3.615 2.648
86 H 2.327 -4.144 1.346
87 H 4.988 -1.432 2.184
88 H 4.287 -0.137 3.099
89 H 5.228 0.199 1.601
90 C 1.687 -5.910 -1.374
91 C 1.052 -4.586 -0.985
92 O -0.097 -4.349 -1.797
93 C -0.466 -3.129 -2.127
94 O -0.009 -2.093 -1.705
95 O -1.444 -3.115 -3.002
96 C -1.891 -4.283 -3.692
97 H 0.884 -6.646 -1.405
98 H 2.441 -6.206 -0.648
99 H 2.170 -5.825 -2.345
100 H 1.721 -3.743 -1.188
101 H 0.771 -4.522 0.066
102 H -1.044 -4.756 -4.187
103 H -2.704 -4.061 -4.375
104 H -2.287 -4.993 -2.963
105 C 2.364 4.764 2.747
106 C 3.271 3.734 2.122
107 O 2.625 2.554 1.651
108 C 2.014 2.507 0.484
109 O 1.295 1.585 0.184
110 O 2.247 3.552 -0.270
111 C 1.707 3.582 -1.598
112 H 1.750 5.326 2.042
113 H 2.977 5.411 3.374
114 H 1.637 4.336 3.440
115 H 3.942 3.427 2.931
116 H 4.011 4.147 1.434
117 H 2.116 4.388 -2.195
118 H 0.618 3.647 -1.594
119 H 1.923 2.609 -2.044

Charge: +1
E_HOMO (alpha / beta) in eV: -10.17 / -10.71
Relative energy (zero: lowest compared OMol25 entry of this formula, charge and spin) in kcal per mole: 19.7
Electronic energy in eV: -119836.2836
Frontier orbital gap (alpha / beta) in eV: 8.31 / 8.84
Spin multiplicity: 4



electronic energy of number 1 (C26H44F2N2O15)? -66803.2864 eV



What is the spin multiplicity in the second record? 4



The lowest spin multiplicity belongs to which entry? C26H44F2N2O15